{
  "formula": "C33H21Cl5IN2PRh",
  "method": "the ωB97M-V functional and the def2-TZVPD basis",
  "elements": ["Rh", "I", "C", "C", "C", "C", "C", "C", "C", "C", "C", "C", "H", "H", "H", "H", "H", "H", "N", "P", "C", "C", "C", "C", "C", "C", "C", "C", "C", "C", "C", "C", "C", "C", "C", "C", "C", "N", "H", "H", "H", "H", "H", "H", "H", "H", "H", "H", "H", "H", "H", "H", "H", "Cl", "C", "C", "C", "Cl", "C", "Cl", "C", "Cl", "C", "Cl"],
  "xyz": [[-0.832, -0.311, 0.780], [-0.216, -2.064, 2.806], [0.041, -3.527, 1.333], [0.285, -4.834, 1.673], [0.473, -5.766, 0.647], [0.435, -5.403, -0.689], [0.192, -4.081, -1.046], [0.177, -3.662, -2.444], [0.004, -2.391, -2.804], [-0.244, -1.331, -1.787], [-0.323, -1.793, -0.366], [-0.027, -3.125, -0.020], [0.336, -5.150, 2.705], [0.663, -6.798, 0.913], [0.599, -6.148, -1.456], [0.338, -4.432, -3.188], [0.028, -2.097, -3.847], [-1.377, 0.069, -2.965], [0.893, -0.392, -1.700], [0.964, 0.546, -0.284], [1.051, 2.268, -0.815], [0.328, 2.719, -1.921], [0.433, 4.040, -2.326], [1.258, 4.917, -1.637], [1.994, 4.470, -0.550], [1.895, 3.151, -0.142], [2.620, 0.262, 0.387], [2.870, -0.089, 1.705], [4.171, -0.322, 2.134], [5.226, -0.208, 1.244], [4.986, 0.162, -0.075], [3.693, 0.405, -0.500], [-1.521, -0.502, -2.030], [-2.795, -1.278, -2.081], [-3.910, -0.549, -1.919], [-3.807, 0.834, -1.507], [-2.662, 1.245, -0.905], [-1.525, 0.475, -0.936], [1.733, -0.611, -2.214], [-0.302, 2.035, -2.468], [-0.128, 4.382, -3.186], [1.336, 5.948, -1.954], [2.647, 5.149, -0.019], [2.476, 2.814, 0.707], [2.057, -0.152, 2.414], [4.355, -0.584, 3.167], [6.239, -0.390, 1.578], [5.809, 0.274, -0.768], [3.525, 0.734, -1.520], [-2.807, -2.342, -2.288], [-4.892, -0.997, -2.010], [-4.671, 1.482, -1.530], [-2.589, 2.172, -0.347], [0.178, 2.940, 2.641], [-1.426, 2.296, 2.765], [-1.730, 1.134, 2.076], [-2.997, 0.639, 2.304], [-3.297, -0.888, 1.470], [-3.973, 1.215, 3.096], [-5.512, 0.485, 3.281], [-3.641, 2.411, 3.733], [-4.801, 3.197, 4.719], [-2.359, 2.947, 3.575], [-1.946, 4.398, 4.392]],
  "atomic_forces_ev_per_a": [[-0.2, 0.4, 0.5], [0.2, 0.1, -0.1], [0.0, -0.1, -0.1], [0.0, 0.0, 0.0], [0.0, 0.0, 0.0], [0.0, 0.0, 0.0], [0.0, 0.0, 0.1], [0.0, 0.0, -0.1], [0.0, -0.1, 0.0], [-0.1, 0.1, -0.1], [-0.1, -0.1, -0.2], [0.1, -0.1, 0.0], [0.0, 0.0, 0.0], [0.0, 0.0, 0.0], [0.0, 0.0, 0.0], [0.0, 0.0, 0.0], [0.0, 0.0, 0.0], [0.0, 0.0, 0.0], [0.0, 0.2, 0.1], [-0.2, 0.0, 0.0], [0.0, 0.0, -0.1], [0.1, 0.0, 0.1], [0.0, 0.0, 0.0], [0.0, 0.0, 0.0], [0.0, 0.0, 0.0], [0.0, 0.0, 0.1], [0.1, -0.1, -0.1], [-0.1, 0.1, 0.1], [0.0, 0.0, 0.0], [0.0, 0.0, 0.0], [0.0, 0.0, 0.0], [0.0, 0.0, 0.0], [0.4, -0.1, 0.1], [-0.2, 0.0, 0.0], [0.1, -0.1, 0.0], [0.1, 0.1, 0.1], [-0.2, 0.0, 0.0], [0.2, -0.1, -0.2], [0.0, -0.1, 0.0], [-0.1, 0.0, 0.0], [0.0, 0.0, 0.0], [0.0, 0.0, 0.0], [0.0, 0.0, 0.0], [0.0, 0.0, 0.0], [0.0, 0.0, 0.0], [0.0, 0.0, 0.0], [0.0, 0.0, 0.0], [0.0, 0.0, 0.0], [0.0, 0.0, 0.0], [0.0, 0.0, 0.0], [0.0, 0.0, 0.0], [0.0, 0.0, 0.0], [-0.1, 0.0, 0.0], [0.1, 0.0, 0.0], [0.0, 0.0, 0.0], [0.1, 0.0, 0.0], [-0.1, -0.1, 0.0], [0.0, 0.0, 0.0], [0.1, 0.1, 0.0], [0.0, 0.0, 0.0], [0.0, 0.0, 0.0], [0.0, 0.0, 0.0], [0.0, 0.0, 0.0], [0.0, 0.0, 0.0]],
  "nbo_charge": [0.328, 0.449, -0.063, -0.266, -0.090, -0.205, 0.049, -0.210, -0.137, -0.006, 0.225, -0.233, 0.246, 0.241, 0.237, 0.237, 0.237, 0.209, -0.958, 1.599, -0.467, -0.165, -0.201, -0.166, -0.231, -0.101, -0.456, -0.179, -0.203, -0.174, -0.218, -0.131, -0.092, -0.268, -0.173, -0.320, 0.027, -0.549, 0.430, 0.227, 0.226, 0.228, 0.228, 0.216, 0.222, 0.228, 0.230, 0.230, 0.207, 0.219, 0.229, 0.234, 0.219, 0.012, 0.022, -0.378, -0.076, 0.083, -0.092, 0.077, -0.084, 0.083, -0.118, 0.076],
  "total_charge": 1,
  "homo_energy_ev": -10.26,
  "de_lowest_kcal_mol": 73.5,
  "e_tot_ha": -4429.93830,
  "homo_lumo_gap_ev": 5.41,
  "spin_multiplicity": 1
}

{
  "formula": "C3H4B2F10N2O8S2V",
  "method": "the ωB97M-V functional and the def2-TZVPD basis",
  "elements": ["O", "V", "B", "F", "F", "F", "F", "B", "F", "F", "F", "F", "N", "S", "O", "O", "F", "S", "O", "O", "F", "O", "C", "O", "O", "H", "C", "C", "N", "H", "H", "H"],
  "xyz": [[-1.305, 0.707, -0.107], [-0.179, -0.419, -0.436], [2.457, 0.417, -0.038], [1.975, -0.779, -0.635], [1.286, 0.948, 0.552], [3.380, 0.151, 0.965], [3.012, 1.154, -1.064], [-1.364, -2.249, -2.315], [-0.024, -2.197, -1.838], [-2.131, -1.403, -1.496], [-1.394, -1.732, -3.595], [-1.842, -3.553, -2.309], [-0.361, -1.505, 1.253], [0.853, -2.600, 1.886], [0.411, -3.842, 2.446], [2.010, -2.011, 2.474], [1.337, -3.016, 0.425], [-1.206, -1.666, 2.573], [-0.647, -1.197, 3.826], [-2.081, -2.798, 2.632], [-2.238, -0.484, 2.291], [2.033, 1.355, -3.571], [0.749, 0.877, -3.470], [0.105, 0.710, -4.516], [0.235, 0.721, -2.315], [2.086, 1.354, -4.540], [-1.442, 3.831, 1.372], [-0.760, 3.696, 2.664], [-0.208, 3.706, 3.671], [-1.877, 2.887, 1.062], [-0.710, 4.287, 0.703], [-2.161, 4.650, 1.450]],
  "atomic_forces_ev_per_a": [[2.9, -3.1, -0.3], [-2.4, 5.1, -2.7], [2.0, 0.3, -0.3], [-0.8, -0.9, 0.1], [-1.0, 0.2, -0.1], [-0.2, 0.0, -0.2], [-0.2, 0.4, 0.8], [-0.8, -0.4, -2.1], [0.3, 0.5, 1.2], [0.5, 0.2, 1.1], [0.0, -0.2, -0.1], [0.1, 0.0, 0.4], [2.4, -3.0, 2.7], [3.9, -1.5, -2.9], [-0.7, 0.9, -0.2], [-1.1, 0.6, -0.2], [-0.3, 0.1, 0.7], [-6.1, 2.8, 3.1], [0.8, -1.0, -1.5], [0.8, 0.1, -0.4], [0.2, 0.0, -0.4], [-0.3, -0.3, -0.3], [-2.2, -0.4, -0.1], [1.0, 0.3, -0.1], [0.7, -0.6, 1.5], [0.3, 0.2, 0.2], [0.5, 0.9, 0.5], [-0.1, 0.2, 0.0], [-0.1, -0.1, 0.0], [0.1, 0.1, -0.4], [0.1, -0.8, -0.4], [-0.4, -0.4, 0.3]],
  "nbo_charge": [-0.435, 1.548, 1.342, -0.520, -0.506, -0.547, -0.535, 1.333, -0.522, -0.523, -0.543, -0.557, -1.113, 2.398, -0.864, -0.854, -0.479, 2.449, -0.887, -0.896, -0.505, -0.708, 0.981, -0.745, -0.783, 0.474, -0.721, 0.309, -0.366, 0.289, 0.258, 0.230],
  "s2": 0.805,
  "total_charge": -2,
  "homo_energy_ev": [-3.45, -3.46],
  "e_tot_ha": -3617.51227,
  "homo_lumo_gap_ev": [7.79, 8.19],
  "spin_multiplicity": 2
}

{
  "formula": "C21H42N8O2PRu",
  "method": "the ωB97M-V functional and the def2-TZVPD basis",
  "elements": ["Ru", "C", "C", "N", "C", "C", "N", "C", "C", "N", "C", "C", "N", "C", "C", "C", "C", "C", "C", "C", "N", "H", "H", "H", "H", "H", "H", "H", "H", "H", "H", "H", "H", "H", "H", "H", "H", "H", "H", "H", "H", "H", "H", "H", "N", "C", "P", "O", "O", "C", "N", "H", "H", "H", "H", "H", "H", "H", "H", "H", "H", "C", "C", "C", "C", "N", "H", "H", "H", "H", "H", "H", "H", "H", "H"],
  "xyz": [[-0.972, 0.510, 0.477], [-2.859, -3.089, -1.019], [-1.699, -2.540, -0.178], [-2.064, -1.365, 0.568], [-3.091, -1.541, 1.568], [-2.730, -0.708, 2.790], [-2.419, 0.674, 2.385], [-3.614, 1.507, 2.155], [-3.346, 2.525, 1.066], [-2.935, 1.812, -0.153], [-2.638, 2.693, -1.294], [-1.227, 3.244, -1.204], [-0.231, 2.186, -0.988], [0.276, 1.583, -1.997], [-0.113, 1.739, -3.434], [1.077, -0.671, -1.720], [1.885, -1.665, -2.265], [1.473, -2.979, -2.162], [0.281, -3.291, -1.531], [-0.454, -2.260, -0.988], [-0.066, -0.981, -1.085], [-3.301, -2.302, -1.631], [-3.633, -3.520, -0.386], [-2.501, -3.871, -1.687], [-3.230, -2.587, 1.854], [-4.048, -1.207, 1.145], [-1.832, -1.117, 3.246], [-3.538, -0.743, 3.527], [-1.823, 1.097, 3.090], [-3.945, 1.995, 3.074], [-4.428, 0.852, 1.839], [-2.535, 3.194, 1.366], [-4.233, 3.143, 0.898], [-3.681, 1.179, -0.424], [-3.343, 3.529, -1.346], [-2.763, 2.103, -2.204], [-1.146, 3.928, -0.359], [-0.997, 3.827, -2.097], [0.752, 2.087, -4.003], [-0.950, 2.407, -3.609], [-0.355, 0.747, -3.824], [2.806, -1.429, -2.767], [2.084, -3.762, -2.589], [-0.053, -4.315, -1.435], [0.432, -3.568, 2.094], [0.801, -2.573, 3.095], [1.460, -1.110, 2.266], [2.217, -1.485, 1.042], [0.471, 0.058, 2.171], [2.682, -0.448, 3.475], [3.149, 0.844, 2.863], [0.325, -4.478, 2.527], [1.173, -3.637, 1.403], [-1.412, -3.288, 0.576], [1.588, -2.897, 3.793], [-0.061, -2.301, 3.707], [3.549, -1.096, 3.583], [2.252, -0.213, 4.447], [3.686, 0.644, 2.013], [3.717, 1.413, 3.492], [2.313, 1.367, 2.573], [2.721, 2.747, -1.659], [2.745, 1.247, -1.952], [3.667, 0.592, -0.930], [3.254, 1.061, -3.399], [1.364, 0.694, -1.765], [3.734, 3.126, -1.792], [2.395, 2.963, -0.640], [2.084, 3.297, -2.352], [4.672, 0.994, -1.053], [3.715, -0.492, -0.998], [3.295, 0.839, 0.066], [4.341, 0.987, -3.420], [2.980, 1.918, -4.016], [2.850, 0.176, -3.883]],
  "atomic_forces_ev_per_a": [[-0.4, -0.5, 0.0], [0.0, 0.0, -0.1], [-0.1, 0.1, 0.0], [0.3, 0.1, 0.1], [0.1, 0.1, -0.1], [-0.1, 0.0, 0.0], [0.0, 0.1, 0.1], [0.0, 0.0, 0.0], [0.0, 0.0, 0.0], [0.0, 0.0, 0.0], [-0.1, 0.0, 0.0], [0.1, 0.0, 0.1], [-0.1, -0.3, -0.3], [0.0, 0.2, 0.0], [0.1, 0.0, 0.0], [-0.1, 0.1, 0.0], [0.0, 0.0, 0.0], [0.1, 0.0, -0.1], [0.0, 0.0, 0.0], [-0.1, 0.1, 0.1], [0.1, 0.0, -0.1], [0.0, 0.0, 0.0], [0.0, 0.0, 0.0], [0.0, 0.0, 0.0], [0.1, 0.0, 0.0], [0.0, 0.0, 0.0], [0.0, 0.0, 0.0], [0.0, 0.0, 0.0], [-0.1, 0.0, 0.0], [0.0, 0.0, 0.0], [0.0, 0.0, 0.0], [0.0, 0.0, 0.0], [0.0, 0.0, 0.0], [0.0, 0.0, 0.0], [0.0, 0.0, 0.0], [0.1, 0.0, 0.0], [0.0, 0.0, 0.0], [0.0, 0.0, 0.0], [0.0, 0.0, 0.0], [0.0, 0.0, 0.0], [0.0, 0.0, 0.0], [0.0, 0.0, 0.0], [0.0, 0.0, 0.0], [0.0, 0.0, 0.0], [0.0, 0.0, 0.1], [0.0, -0.1, 0.1], [0.1, -0.1, -0.4], [0.0, 0.1, 0.2], [0.0, 0.2, 0.1], [0.2, 0.2, 0.2], [0.0, 0.0, 0.0], [0.0, 0.0, 0.0], [0.0, 0.0, 0.0], [0.0, -0.1, -0.1], [0.0, -0.1, 0.0], [0.0, 0.0, 0.0], [0.0, 0.0, 0.0], [0.0, 0.0, 0.0], [0.0, 0.0, 0.0], [0.0, 0.0, 0.0], [0.0, 0.0, 0.0], [0.1, 0.0, 0.0], [-0.1, -0.1, -0.3], [0.1, 0.0, 0.0], [0.0, 0.1, 0.0], [0.0, -0.1, 0.3], [0.0, 0.0, 0.0], [0.0, 0.0, 0.0], [0.0, 0.0, 0.0], [0.0, 0.0, 0.0], [0.0, 0.1, 0.0], [0.0, 0.0, 0.0], [0.0, 0.0, 0.0], [0.0, 0.0, 0.0], [0.0, 0.0, 0.0]],
  "lowdin_spin": [3.574, 0.030, 0.071, 0.654, 0.067, 0.017, 0.094, 0.007, 0.009, 0.080, 0.006, 0.006, 0.057, 0.028, 0.004, 0.012, 0.002, 0.002, 0.002, 0.009, 0.086, 0.000, 0.000, 0.003, 0.006, 0.024, 0.000, 0.003, 0.004, 0.002, 0.001, 0.002, 0.002, 0.000, 0.002, 0.000, 0.001, 0.001, 0.001, 0.000, 0.001, 0.001, 0.000, 0.001, 0.001, 0.001, 0.009, 0.000, 0.082, 0.004, 0.000, 0.000, 0.000, 0.022, 0.000, 0.000, 0.001, 0.000, 0.000, 0.000, 0.000, 0.001, 0.001, 0.000, 0.000, 0.006, 0.000, 0.000, 0.000, 0.000, 0.000, 0.000, 0.000, 0.000, 0.000],
  "s2": 8.765,
  "total_charge": 2,
  "homo_energy_ev": [-13.23, -13.34],
  "e_tot_ha": -1849.69310,
  "homo_lumo_gap_ev": [8.34, 7.26],
  "spin_multiplicity": 6
}

{
  "formula": "C4H8NO",
  "method": "the ωB97M-V functional and the def2-TZVPD basis",
  "elements": ["C", "C", "C", "C", "N", "O", "H", "H", "H", "H", "H", "H", "H", "H"],
  "xyz": [[-1.694, 0.501, -0.053], [0.314, -1.119, -0.713], [0.243, -1.082, 0.812], [0.880, 1.217, -0.004], [0.045, 0.060, 0.056], [-2.377, -0.329, 0.383], [-1.774, 1.493, -0.480], [1.209, -1.045, -1.305], [-0.576, -1.524, -1.225], [-0.703, -1.543, 1.119], [1.018, -1.189, 1.415], [1.669, 1.214, -0.717], [0.363, 2.040, -0.284], [1.383, 1.305, 0.996]],
  "atomic_forces_ev_per_a": [[1.8, -2.0, 1.3], [-0.6, -0.9, -0.1], [-3.4, -2.3, -2.8], [3.0, -1.3, 2.7], [-3.7, 3.1, -1.6], [-0.1, 1.0, -0.6], [-0.1, 0.3, -0.2], [0.3, -0.3, 0.2], [0.7, 0.1, 0.3], [0.4, 0.3, 0.3], [3.6, -0.2, 2.4], [0.7, -0.9, -0.8], [-2.0, 2.7, -0.3], [-0.6, 0.5, -0.9]],
  "nbo_charge": [0.622, -0.217, -0.207, -0.424, -0.297, -0.369, 0.212, 0.244, 0.237, 0.255, 0.240, 0.242, 0.221, 0.242],
  "total_charge": 1,
  "homo_energy_ev": -16.02,
  "smiles": "C[N+]1(C=O)CC1",
  "de_lowest_kcal_mol": 59.5,
  "e_tot_ha": -286.84762,
  "homo_lumo_gap_ev": 11.35,
  "spin_multiplicity": 1
}